128
Properties=species:S:1:pos:R:3 method="wB97M-V/def2-TZVPD" total_charge=+2
Ba 4.251 -16.632 -20.209
Ba 2.357 -11.625 -24.631
N 3.947 -12.815 -21.182
O 4.471 -13.925 -20.933
O 3.954 -11.930 -20.339
O 3.428 -12.567 -22.316
C -0.063 -16.064 -22.875
F 0.660 -17.155 -23.185
F -0.807 -15.807 -23.941
F -0.800 -16.391 -21.845
S 1.153 -14.690 -22.522
O 0.424 -13.806 -21.618
O 2.199 -15.359 -21.752
O 1.572 -14.181 -23.813
C 2.965 -20.696 -23.052
C 3.633 -19.414 -22.619
C 3.920 -18.404 -23.726
O 4.121 -17.154 -23.123
C 4.756 -16.177 -23.916
N 2.795 -18.799 -21.554
H 3.489 -21.066 -23.948
H 1.958 -20.592 -23.452
H 3.128 -21.453 -22.288
H 4.614 -19.620 -22.174
H 3.176 -18.341 -24.534
H 4.857 -18.736 -24.197
H 4.904 -15.305 -23.276
H 4.077 -15.901 -24.735
H 5.707 -16.453 -24.383
H 2.032 -18.312 -22.024
H 2.247 -19.501 -21.063
C -4.514 -16.002 -22.410
C -4.677 -16.853 -23.668
C -5.174 -16.001 -24.862
O -6.554 -15.809 -24.717
C -7.326 -16.227 -25.841
N -3.328 -17.415 -23.938
H -5.492 -15.775 -21.985
H -3.956 -15.071 -22.565
H -3.895 -16.511 -21.670
H -5.489 -17.550 -23.459
H -4.891 -16.402 -25.844
H -4.549 -15.093 -24.837
H -7.376 -15.389 -26.545
H -8.319 -16.607 -25.622
H -6.785 -17.011 -26.381
H -3.235 -17.502 -24.948
H -2.653 -16.701 -23.698
C 1.352 -17.496 -17.823
C 1.092 -16.258 -18.684
O 2.249 -15.451 -18.780
O 2.356 -18.211 -18.530
H 0.443 -18.092 -17.738
H 1.656 -17.154 -16.831
H 0.205 -15.696 -18.391
H 0.794 -16.588 -19.687
H 2.102 -14.658 -18.241
H 2.494 -19.149 -18.390
C 1.337 -10.852 -18.811
C 0.681 -10.188 -20.039
O 0.653 -11.006 -21.207
O 1.254 -12.280 -18.653
H 0.912 -10.457 -17.888
H 2.397 -10.588 -18.731
H 1.231 -9.272 -20.233
H -0.327 -9.973 -19.671
H 0.643 -11.935 -20.985
H 1.353 -12.752 -19.488
C -2.111 -14.731 -18.069
C -3.024 -13.653 -17.450
C -3.964 -14.306 -16.388
C -3.280 -14.477 -15.025
C -2.757 -13.149 -14.606
C -1.696 -12.599 -15.543
N -2.246 -12.535 -16.888
O -1.538 -11.772 -17.812
C -1.302 -11.196 -15.020
C -0.412 -13.433 -15.440
C -3.883 -13.045 -18.569
H -1.307 -14.287 -18.655
H -2.719 -15.422 -18.653
H -1.758 -15.378 -17.260
H -4.791 -13.617 -16.197
H -4.421 -15.200 -16.812
H -2.491 -15.238 -15.056
H -4.031 -14.893 -14.349
H -2.617 -13.031 -13.530
H -3.592 -12.439 -14.726
H -0.375 -10.865 -15.488
H -2.070 -10.452 -15.240
H -1.173 -11.185 -13.939
H -0.576 -14.455 -15.807
H 0.410 -13.044 -16.049
H -0.078 -13.652 -14.423
H -3.210 -12.733 -19.377
H -4.280 -12.087 -18.232
H -4.610 -13.692 -19.055
H -0.805 -12.344 -18.105
C -5.059 -11.583 -28.739
C -4.365 -12.910 -29.099
C -3.196 -12.522 -30.020
C -2.236 -13.712 -30.274
C -1.619 -14.080 -28.930
C -2.774 -14.525 -27.980
N -3.812 -13.536 -27.873
O -4.854 -13.874 -26.996
C -3.223 -15.939 -28.410
C -2.087 -14.650 -26.621
C -5.424 -13.776 -29.804
H -4.300 -11.023 -28.179
H -5.943 -11.595 -28.107
H -5.241 -10.970 -29.623
H -3.571 -12.162 -30.977
H -2.623 -11.724 -29.542
H -1.506 -13.415 -31.029
H -2.818 -14.530 -30.701
H -1.116 -13.164 -28.614
H -0.950 -14.930 -29.059
H -2.366 -16.612 -28.460
H -4.003 -16.301 -27.741
H -3.594 -15.992 -29.434
H -1.054 -15.022 -26.655
H -1.785 -13.661 -26.242
H -2.629 -15.100 -25.790
H -6.208 -14.068 -29.101
H -5.021 -14.690 -30.237
H -5.989 -13.214 -30.548
H -5.301 -14.655 -27.367

=====

125
Properties=species:S:1:pos:R:3 method="wB97M-V/def2-TZVPD" spin_multiplicity=2 total_charge=+1
Ta -0.707 -0.202 -0.393
C -1.428 2.982 3.145
C -0.429 3.497 2.142
C 0.546 4.391 2.751
C 1.758 4.727 2.298
C 2.230 4.481 0.913
C 0.632 3.486 -0.181
C 0.147 3.233 -1.609
C -0.392 3.038 0.860
N -1.227 1.947 0.505
C -2.552 2.077 0.758
O -3.182 3.119 0.867
C -3.263 0.756 0.892
C -4.613 0.613 1.173
C -5.131 -0.674 1.260
C -4.296 -1.772 1.078
C -2.955 -1.535 0.816
N -2.476 -0.299 0.741
C -1.915 -2.608 0.624
O -2.254 -3.751 0.370
N -0.639 -2.152 0.786
C 0.312 -3.083 1.265
C -0.036 -3.943 2.334
C -1.347 -3.879 3.062
C 0.873 -4.901 2.770
C 2.143 -4.987 2.237
C 2.524 -4.061 1.285
C 1.634 -3.121 0.783
C 2.148 -2.171 -0.251
H -1.037 3.066 4.157
H -1.665 1.937 2.951
H -2.359 3.548 3.079
H 0.292 4.723 3.750
H 2.405 5.323 2.927
H 3.208 4.926 0.734
H 0.935 2.847 -2.247
H -0.190 4.176 -2.038
H -0.688 2.544 -1.632
H -5.226 1.493 1.295
H -6.181 -0.824 1.466
H -4.661 -2.787 1.121
H -1.742 -2.862 3.110
H -1.222 -4.259 4.074
H -2.089 -4.494 2.552
H 0.570 -5.582 3.554
H 2.836 -5.746 2.573
H 3.537 -4.076 0.905
H 1.719 -2.381 -1.229
H 3.233 -2.259 -0.321
H 1.896 -1.137 0.013
O -0.105 -0.119 2.541
H -0.799 -0.266 3.193
H 0.659 -0.620 2.851
O -2.775 1.373 -1.788
H -3.301 0.935 -2.467
H -3.153 2.248 -1.631
C 10.283 2.193 0.059
C 8.819 1.987 -0.183
C 7.869 2.428 0.728
C 6.512 2.206 0.542
C 5.557 2.672 1.600
C 6.088 1.516 -0.598
Te 4.020 0.878 -0.776
N 0.611 0.359 -1.559
C 1.318 0.300 -2.659
O 2.556 0.436 -2.776
C 0.544 -0.022 -3.906
C 1.085 -0.891 -4.846
C 0.318 -1.295 -5.927
C -0.977 -0.827 -6.080
C -1.493 0.086 -5.174
C -0.734 0.494 -4.092
C 3.065 2.783 -0.768
C 3.338 3.634 -1.784
C 4.355 3.313 -2.846
C 2.699 4.922 -1.995
C 1.717 5.516 -1.300
C 1.200 6.848 -1.738
C 1.122 4.954 -0.050
C 2.074 3.031 0.337
C 2.072 1.937 1.401
C 7.024 1.084 -1.543
C 6.633 0.376 -2.809
C 8.373 1.327 -1.320
H 10.456 2.688 1.012
H 10.722 2.798 -0.734
H 10.798 1.233 0.069
H 8.193 2.944 1.622
H 6.049 3.362 2.281
H 5.203 1.821 2.186
H 4.698 3.176 1.160
H 2.090 -1.259 -4.713
H 0.732 -1.979 -6.653
H -1.586 -1.166 -6.905
H -2.491 0.473 -5.319
H -1.113 1.216 -3.387
H 4.595 2.250 -2.862
H 5.274 3.878 -2.672
H 3.974 3.584 -3.830
H 3.063 5.446 -2.871
H 1.702 7.182 -2.643
H 1.369 7.592 -0.959
H 0.125 6.798 -1.918
H 0.403 5.647 0.385
H 1.898 2.366 2.385
H 3.030 1.415 1.444
H 1.290 1.204 1.205
H 5.610 -0.006 -2.751
H 7.310 -0.453 -3.003
H 6.698 1.059 -3.657
H 9.095 0.985 -2.050
Cl -3.945 -6.543 -5.377
C -3.242 -5.249 -4.488
C -1.862 -5.083 -4.501
C -1.303 -4.045 -3.783
C -2.114 -3.179 -3.055
C -3.495 -3.350 -3.054
C -4.060 -4.390 -3.767
C -1.477 -2.134 -2.229
O -0.270 -2.184 -1.958
O -2.189 -1.174 -1.768
H -1.243 -5.775 -5.052
H -0.234 -3.895 -3.765
H -4.118 -2.683 -2.475
H -5.128 -4.548 -3.760

=====

Number 1: total energy -89787.7722 eV. Number 2: total energy -99598.9180 eV.